# 1
87
Properties=species:S:1:pos:R:3:forces:R:3:mulliken_charge:R:1 method="wB97M-V/def2-TZVPD" e_lumo_ev=-1.1 orbital_gap_ev=7.7 smiles="O=[N+]([O-])c1ccccc1.O=[N+]([O-])c1ccccc1.O=[N+]([O-])c1ccccc1.O=[N+]([O-])c1ccccc1.O=NOP(CCCO)COCOCCO"
O 2.6157 -2.8692 3.6242 0.030 0.180 -0.058 -0.70
N 1.9521 -2.4902 2.6745 -0.014 -0.011 0.057 1.14
O 0.7424 -2.5515 2.6211 -0.016 0.005 -0.005 -0.62
C 2.6679 -1.9279 1.5201 0.052 0.043 -0.095 -0.05
C 4.0513 -1.8767 1.5521 0.136 -0.001 0.041 -0.46
C 4.7190 -1.3530 0.4582 -0.054 0.040 -0.039 -0.50
C 4.0022 -0.8889 -0.6394 -0.012 -0.008 0.023 -0.65
C 2.6158 -0.9458 -0.6477 0.107 -0.019 -0.043 -0.06
C 1.9368 -1.4719 0.4395 -0.105 0.014 -0.073 -0.34
H 4.5939 -2.2379 2.4127 -0.074 -0.027 0.031 0.50
H 5.7996 -1.3077 0.4615 0.002 -0.007 0.005 0.41
H 4.5280 -0.4805 -1.4929 -0.001 -0.007 -0.004 0.44
H 2.0613 -0.5781 -1.5000 -0.013 -0.011 0.011 0.36
H 0.8579 -1.5182 0.4455 0.007 -0.028 0.068 0.52
O -0.7113 2.3343 1.0723 -0.016 0.016 0.231 -0.59
N 0.4917 2.1713 1.1303 -0.021 0.000 -0.017 0.99
O 1.1244 1.5003 0.3382 0.017 0.049 -0.068 -0.46
C 1.2333 2.8252 2.2175 0.049 0.019 0.088 0.10
C 0.5374 3.5786 3.1453 -0.105 0.062 0.057 -0.45
C 1.2438 4.1769 4.1757 0.076 -0.014 -0.008 -0.51
C 2.6206 4.0161 4.2622 -0.011 -0.009 -0.014 -0.44
C 3.2993 3.2586 3.3163 -0.051 0.038 0.043 -0.58
C 2.6047 2.6541 2.2816 0.129 -0.055 -0.027 -0.17
H -0.5331 3.6951 3.0659 -0.001 -0.056 -0.065 0.48
H 0.7181 4.7674 4.9132 -0.008 0.001 -0.004 0.38
H 3.1669 4.4818 5.0716 0.000 0.005 -0.004 0.39
H 4.3714 3.1358 3.3856 0.001 -0.006 -0.007 0.39
H 3.1188 2.0587 1.5409 -0.077 -0.026 -0.031 0.46
O 5.2730 -10.1552 4.4871 0.008 0.002 -0.003 -0.61
N 4.0760 -9.9525 4.5232 0.015 -0.037 0.022 1.00
O 3.2326 -10.8179 4.6432 -0.008 -0.003 0.004 -0.61
C 3.6148 -8.5582 4.4126 -0.035 0.096 -0.021 0.02
C 4.5519 -7.5556 4.2438 0.118 0.082 -0.016 -0.40
C 4.1102 -6.2475 4.1262 -0.068 -0.008 0.002 -0.42
C 2.7527 -5.9571 4.1805 -0.015 -0.089 -0.002 -0.26
C 1.8309 -6.9818 4.3567 0.073 0.031 -0.012 -0.56
C 2.2585 -8.2948 4.4736 -0.139 -0.002 0.008 -0.33
H 5.6045 -7.7930 4.2042 -0.022 -0.085 0.003 0.45
H 4.8281 -5.4496 3.9907 0.002 0.000 0.005 0.39
H 2.4203 -4.9329 4.0838 -0.015 -0.098 0.066 0.51
H 0.7739 -6.7568 4.4010 -0.003 -0.006 0.001 0.39
H 1.5515 -9.0995 4.6090 0.067 -0.055 -0.005 0.45
O -7.3536 -1.0584 -2.5760 0.002 -0.002 0.005 -0.61
N -6.3913 -0.4652 -2.1348 -0.043 -0.015 -0.096 1.05
O -5.5629 0.1084 -2.8169 -0.055 0.001 0.018 -0.60
C -6.2114 -0.4406 -0.6742 0.017 -0.018 0.121 -0.12
C -7.1294 -1.0993 0.1239 -0.110 -0.063 0.043 -0.52
C -6.9430 -1.0856 1.4964 0.067 0.042 0.017 -0.43
C -5.8534 -0.4211 2.0459 -0.005 -0.002 -0.021 -0.46
C -4.9472 0.2361 1.2245 -0.058 -0.040 0.037 -0.55
C -5.1229 0.2301 -0.1504 0.133 0.083 0.007 0.23
H -7.9709 -1.6123 -0.3170 0.033 0.018 -0.078 0.47
H -7.6477 -1.5971 2.1376 -0.006 -0.001 -0.005 0.37
H -5.7093 -0.4189 3.1184 -0.005 0.004 -0.001 0.39
H -4.0972 0.7512 1.6518 0.006 0.001 -0.012 0.47
H -4.4196 0.7277 -0.8040 -0.035 -0.045 -0.059 0.37
O 0.5893 -0.1495 -3.6021 -0.051 -0.206 0.031 -0.43
N -0.2226 0.3014 -2.8887 -0.041 0.126 -0.095 0.35
O -1.4119 0.5341 -3.5639 0.257 0.440 -0.131 -0.41
P -2.4848 1.5808 -2.7172 -0.466 -0.445 0.648 0.32
C -3.1426 2.4819 -4.1588 0.326 0.085 0.148 -0.93
C -4.0443 3.6380 -3.6744 -0.138 -0.411 -0.313 -0.44
C -5.5126 3.4048 -3.9875 -0.239 0.404 -0.004 -0.45
O -6.3065 4.5287 -3.6023 0.072 -0.160 0.119 -0.55
C -1.3658 2.8209 -1.9504 0.032 0.418 -0.668 0.13
O -0.5841 3.5646 -2.8802 0.024 -0.358 -0.006 -0.39
C 0.7997 3.5352 -2.5905 -0.036 0.247 0.097 0.55
O 1.4885 4.0028 -3.6964 0.280 -0.041 0.279 -0.41
C 2.1975 3.0357 -4.4460 0.062 -0.189 -0.444 -0.03
C 3.4471 3.6710 -5.0193 -0.057 0.164 -0.052 -0.57
O 4.0777 2.6647 -5.7988 0.031 -0.039 0.069 -0.52
H -2.3122 2.8648 -4.7523 -0.017 -0.102 -0.069 0.46
H -3.7023 1.7500 -4.7427 -0.023 0.057 -0.092 0.54
H -3.9606 3.7929 -2.5963 0.063 0.197 -0.011 0.28
H -3.7289 4.5434 -4.1965 0.069 0.128 0.227 0.38
H -5.6559 3.2153 -5.0570 0.117 -0.126 -0.004 0.36
H -5.9077 2.5564 -3.4322 0.047 -0.079 -0.033 0.06
H -5.8698 5.3247 -3.9199 -0.039 0.022 -0.052 0.33
H -2.0372 3.5032 -1.4165 0.009 -0.025 0.079 0.59
H -0.7592 2.3274 -1.1981 0.042 -0.134 0.021 -0.46
H 1.1066 2.5198 -2.3141 0.022 -0.027 -0.059 -0.29
H 1.0133 4.2055 -1.7455 -0.075 0.050 -0.061 0.19
H 1.5985 2.6623 -5.2834 -0.113 -0.005 0.087 0.24
H 2.4949 2.1710 -3.8452 -0.089 0.067 0.152 0.15
H 3.1689 4.5312 -5.6375 0.000 -0.001 0.014 0.27
H 4.0942 4.0339 -4.2147 -0.010 -0.079 0.042 0.33
H 4.9842 2.9235 -5.9784 -0.001 0.047 -0.040 0.31

=====

# 2
70
Properties=species:S:1:pos:R:3:forces:R:3:mulliken_charge:R:1 method="wB97M-V/def2-TZVPD" e_lumo_ev=0.5 orbital_gap_ev=9.7 smiles="CCCCC(=O)O[C@]1(C(=O)CO)CC[C@H]2[C@@H]3CCC4=CC(=O)CC[C@]4(C)[C@H]3[C@@H](O)C[C@@]21C"
C -2.3966 4.5911 2.5914 0.079 -0.206 -0.122 -1.60
C -2.3393 3.5420 1.4882 -0.199 0.249 0.012 0.61
C -3.4480 3.7561 0.4595 0.163 -0.241 0.059 -0.85
C -3.4735 2.6498 -0.6048 0.021 0.224 0.036 -0.69
C -2.1777 2.6691 -1.3679 -0.614 -0.004 -0.061 0.50
O -1.8549 3.5343 -2.1525 -0.219 0.116 -0.115 -0.62
O -1.4030 1.6411 -1.0682 0.233 -0.353 0.184 -0.32
C -0.1019 1.6157 -1.7031 0.268 0.024 -0.057 1.57
C 0.4334 3.0545 -1.6621 0.235 0.092 -0.067 0.18
O 0.5275 3.6070 -0.5899 0.121 -0.035 -0.036 -0.59
C 0.9573 3.7285 -2.9211 0.220 0.360 0.136 -1.17
O 0.1694 3.5741 -4.0658 -0.332 0.052 -0.254 -0.59
C -0.2169 0.8942 -3.0607 0.018 -0.034 -0.015 -0.99
C 0.1269 -0.5879 -2.8031 -0.159 -0.052 0.190 -1.11
C 0.2132 -0.6895 -1.2804 0.436 -0.060 -0.147 -0.86
C 0.9601 -1.8658 -0.6581 -0.578 0.106 -0.007 -0.17
C 0.3443 -3.1812 -1.1424 0.351 0.007 -0.014 -1.13
C 0.9125 -4.3997 -0.4045 -0.230 -0.043 -0.096 -1.47
C 0.7208 -4.1471 1.0544 0.003 -0.174 0.124 0.16
C -0.1790 -4.8312 1.7700 0.059 -0.353 -0.348 -0.72
C -0.6036 -4.4795 3.1232 0.009 0.437 0.304 0.10
O -1.3507 -5.1728 3.7809 0.008 -0.041 -0.049 -0.63
C -0.0951 -3.1374 3.6047 0.099 -0.069 0.225 -0.57
C 1.3324 -2.9146 3.1256 -0.180 0.078 -0.149 -1.62
C 1.4828 -2.9618 1.5957 -0.030 0.089 0.322 2.67
C 2.9838 -3.1223 1.3123 -0.072 0.015 0.025 -2.17
C 0.8448 -1.7357 0.8749 0.538 0.208 0.101 -0.53
C 1.3240 -0.3645 1.3997 -0.920 0.094 0.234 -0.52
O 2.7328 -0.2849 1.3656 0.446 -0.050 0.021 -0.56
C 0.6557 0.8041 0.6498 0.260 -0.171 -0.023 -1.92
C 0.7986 0.6653 -0.8624 -0.475 0.168 0.233 1.54
C 2.2533 0.8707 -1.2938 -0.146 -0.140 -0.084 -1.99
H -1.6020 4.4261 3.3146 0.052 0.061 0.120 0.40
H -2.2770 5.5876 2.1733 0.009 0.147 0.003 0.36
H -3.3511 4.5492 3.1126 -0.084 0.043 0.090 0.38
H -1.3673 3.5935 0.9941 0.052 -0.111 0.003 -0.13
H -2.4418 2.5466 1.9282 0.050 -0.083 -0.035 0.20
H -3.3026 4.7175 -0.0365 -0.074 0.049 0.004 0.34
H -4.4171 3.7762 0.9629 -0.023 0.053 -0.033 0.43
H -3.6008 1.6731 -0.1381 -0.046 0.015 -0.034 0.24
H -4.2907 2.8360 -1.3033 0.064 -0.078 -0.048 0.36
H 1.0976 4.7907 -2.6727 0.067 -0.223 0.078 0.44
H 1.9398 3.2987 -3.1506 -0.021 0.031 0.071 0.29
H -0.7388 3.8006 -3.8146 0.151 -0.068 -0.025 0.43
H 0.4497 1.3353 -3.7960 -0.090 0.016 -0.001 0.42
H -1.2336 1.0049 -3.4379 0.072 0.098 -0.079 0.33
H -0.6366 -1.2476 -3.2110 0.041 -0.076 -0.064 0.51
H 1.0791 -0.8526 -3.2623 0.051 -0.055 -0.050 0.38
H -0.8140 -0.7155 -0.8971 -0.006 -0.031 0.059 0.59
H 2.0084 -1.8299 -0.9565 0.079 0.011 -0.043 0.76
H 0.5161 -3.2917 -2.2140 -0.071 0.010 -0.060 0.48
H -0.7356 -3.1495 -0.9760 -0.083 0.023 -0.023 0.43
H 0.3797 -5.2994 -0.7152 0.053 -0.031 0.031 0.56
H 1.9665 -4.5231 -0.6512 0.056 -0.038 -0.015 0.37
H -0.6838 -5.6853 1.3375 -0.056 -0.077 -0.080 0.43
H -0.7644 -2.3674 3.2110 -0.065 0.027 -0.005 0.26
H -0.1530 -3.1001 4.6938 -0.087 -0.025 -0.057 0.45
H 1.9533 -3.7130 3.5403 0.081 0.024 0.012 0.52
H 1.7217 -1.9728 3.5112 0.094 0.005 0.014 0.43
H 3.3056 -4.1155 1.6213 0.030 -0.128 -0.002 0.50
H 3.5417 -2.3826 1.8769 0.050 -0.013 0.016 0.39
H 3.2294 -2.9899 0.2655 0.114 -0.006 -0.126 0.41
H -0.2276 -1.7698 1.1058 -0.017 0.058 -0.019 0.61
H 0.9959 -0.2802 2.4503 0.014 -0.069 -0.166 0.51
H 2.9900 0.6132 1.6010 -0.022 -0.020 -0.001 0.54
H -0.4034 0.8177 0.9092 -0.015 0.031 0.067 0.50
H 1.0909 1.7477 0.9886 -0.048 0.023 0.088 0.52
H 2.5914 1.8577 -0.9827 0.092 0.069 0.047 0.46
H 2.8957 0.1336 -0.8239 0.056 0.030 -0.082 0.57
H 2.3643 0.7966 -2.3710 0.067 0.014 -0.216 0.42

=====

# 3
22
Properties=species:S:1:pos:R:3:forces:R:3:mulliken_charge:R:1 method="wB97M-V/def2-TZVPD" e_lumo_ev=-3.3 charge=+1 orbital_gap_ev=8.8 smiles="C=C1[NH+]=C(OC)N(O)C(C)=C1Cl"
C 1.6862 -2.6494 -0.0301 -1.197 2.061 -0.133 -0.95
C 1.0024 -1.4731 -0.2176 2.714 0.142 1.047 0.20
N -0.3861 -1.2717 -0.1423 -3.040 0.152 -1.273 -0.06
C -0.9946 -0.0268 -0.1762 0.586 -0.550 0.047 0.50
O -2.2590 0.1916 -0.0268 0.254 -0.721 0.012 -0.35
C -3.2078 -0.8403 0.3616 -2.779 1.815 -2.686 -0.87
N -0.2655 1.0958 -0.2942 0.023 -1.436 -0.369 0.24
O -0.9303 2.2793 -0.1469 -0.817 -0.344 1.286 -0.39
C 1.1357 1.0531 -0.1414 0.789 0.654 0.141 0.38
C 1.7201 2.4036 0.1943 2.176 -3.088 -1.004 -1.52
C 1.7689 -0.1195 -0.1758 -1.646 -2.075 0.195 0.52
Cl 3.4303 -0.3246 0.0288 0.808 0.844 -0.005 -0.23
H 1.2169 -3.6442 -0.0290 0.358 0.650 0.153 0.29
H 2.7389 -2.4372 0.2439 -0.843 -1.107 -0.698 0.23
H -1.0240 -2.0952 -0.4071 1.301 1.739 0.788 0.36
H -2.7993 -1.5919 0.9846 0.130 -0.188 1.263 0.41
H -3.5960 -1.3128 -0.5678 0.703 -0.040 0.320 0.38
H -4.1414 -0.1871 0.5827 1.799 -1.485 0.847 0.29
H -0.6272 2.9309 -0.7765 0.405 -0.038 -0.822 0.38
H 1.4185 3.0904 -0.5141 -0.307 1.666 -1.605 0.41
H 2.8390 2.2696 0.1526 -1.295 0.593 0.529 0.37
H 1.2743 2.6598 1.0974 -0.123 0.756 1.969 0.40

=====

# 4
19
Properties=species:S:1:pos:R:3:forces:R:3:mulliken_spin:R:1 method="wB97M-V/def2-TZVPD" e_lumo_ev="1.1 / -1.8" spin_multiplicity=2 orbital_gap_ev="9.9 / 6.9"
C 1.3072 0.5713 0.6482 1.013 -0.244 1.069 0.00
N 0.2936 -0.4731 0.5248 0.139 0.382 -0.145 0.00
C -1.0535 0.0594 0.1820 1.371 -1.694 1.007 0.01
C -2.0215 -1.0685 0.5875 -1.139 1.784 -0.575 -0.05
S -3.7439 -0.5080 0.2952 0.208 -0.295 0.207 1.00
C -1.1232 0.4834 -1.2750 0.123 0.355 0.123 0.00
C 2.6429 0.1753 0.0190 -0.534 0.598 -0.818 0.00
H 0.9893 1.5628 0.3132 -0.168 -0.148 -0.388 0.00
H 1.5631 0.7036 1.7103 -0.414 0.131 0.026 0.00
H 0.6320 -1.1339 -0.1636 -0.331 -0.104 -0.184 0.00
H -1.1577 0.8300 0.9467 -0.458 0.465 -0.504 0.00
H -1.9257 -1.9740 0.0016 0.380 -0.318 0.092 0.01
H -1.9395 -1.2305 1.6610 0.085 -0.405 -0.057 0.03
H -1.4750 -0.3488 -1.8723 -0.112 -0.204 -0.235 0.00
H -0.1190 0.7422 -1.6330 -0.233 0.076 0.089 0.00
H -1.7769 1.3309 -1.4472 -0.176 0.071 -0.053 0.00
H 3.3254 1.0293 0.0323 0.067 -0.198 0.175 0.00
H 3.0933 -0.6789 0.5047 0.092 -0.168 0.220 0.00
H 2.4891 -0.0724 -1.0356 0.086 -0.084 -0.047 0.00

=====

# 5
19
Properties=species:S:1:pos:R:3:forces:R:3:mulliken_charge:R:1 method="wB97M-V/def2-TZVPD" e_lumo_ev=-8.2 charge=+1 orbital_gap_ev=3.4
C -4.4060 -1.3506 -1.8288 0.324 -0.862 -0.034 -0.27
C -4.4473 -0.0090 -2.3920 -0.840 1.244 -0.208 -0.07
C -4.1325 1.1506 -1.6201 1.458 0.265 1.527 -0.05
N -1.4908 0.3282 3.4697 1.039 -0.239 2.629 -0.49
C -1.6548 0.8808 4.6446 -0.338 -1.425 -0.736 -0.29
N -4.3556 2.3563 -1.9893 -0.555 -0.576 -0.929 -0.38
N -5.5839 -1.5705 -1.0218 -0.988 1.127 -0.470 -0.39
H -3.4917 -1.3577 -1.2053 0.130 -0.097 -0.100 0.28
H 30.9352 -1.3840 -1.3886 -0.017 0.075 -0.007 0.00
H -4.3262 -2.0920 -2.6100 0.142 -0.281 -0.181 0.30
H -4.7808 0.2228 -3.4072 0.187 -0.367 -0.082 0.39
H -3.5297 0.9776 -0.7225 -0.361 -0.308 0.165 0.39
H 30.7681 -0.6630 -1.4584 0.017 -0.075 0.007 0.00
H -6.1469 -0.7411 -0.9067 -0.316 -0.333 0.284 0.24
H -0.9927 1.7146 4.8913 0.035 -0.215 0.951 0.27
H -3.9765 3.0237 -1.3148 -0.030 0.056 0.013 0.33
H -2.2338 0.3247 5.3849 -1.190 1.234 0.100 0.25
H -5.6786 -2.2366 -0.2701 0.883 0.123 0.073 0.23
H -0.4758 0.4253 3.7449 0.421 0.655 -3.001 0.27